83
Properties=species:S:1:pos:R:3:forces:R:3 method="wB97M-V/def2-TZVPD" de_lowest_kcal_mol=0.0 gap_ev=7.6 fmax_ev_per_a=8.01 e_lumo_ev=-0.20 e_homo_ev=-7.82 smiles="CN(C)P(=O)(N(C)C)N(C)C.CN(C)P(=O)(N(C)C)N(C)C.C#CCCCCOCCN" e_tot_ha=-2084.07133
C -2.384 2.653 1.349 -0.0424 -0.3771 0.1656
C -1.235 2.865 1.632 0.3936 -0.1058 -0.9197
C 0.241 2.904 1.672 -0.4697 -0.2329 1.0028
C 0.823 1.496 1.420 0.4461 0.3421 -0.6187
C 0.821 1.134 -0.093 -0.0657 0.2815 0.7659
C 2.180 1.543 -0.676 -0.4132 -0.2720 0.1708
O 2.447 1.099 -1.993 -0.2139 0.1493 0.0269
C 1.369 1.243 -2.908 0.4223 0.1787 -0.5462
C 0.773 2.664 -3.029 -0.7808 -0.1772 -0.7203
N -0.703 2.650 -2.904 0.4482 0.1722 -0.0371
H -3.350 2.263 1.116 -0.0008 0.3881 0.1389
H 0.644 3.628 0.957 -0.1423 -0.0560 0.0212
H 0.537 3.223 2.679 0.0667 0.0442 -0.1762
H 0.304 0.744 2.018 0.0627 0.2072 0.0302
H 1.873 1.556 1.738 -0.2077 -0.2920 0.2143
H 0.631 0.065 -0.234 0.1058 0.1447 -0.0752
H -0.009 1.704 -0.524 0.1306 -0.2825 -0.2872
H 2.275 2.639 -0.595 0.1008 -0.1481 -0.0443
H 2.946 1.087 -0.040 0.0659 0.1335 -0.2490
H 0.605 0.470 -2.731 -0.0886 0.3456 0.1855
H 1.787 0.996 -3.890 0.1081 -0.1589 0.2719
H 0.959 3.015 -4.053 0.3123 -0.0023 0.2317
H 1.241 3.401 -2.369 0.0104 -0.3234 0.1585
H -1.033 3.418 -2.338 -0.1762 -0.2078 0.1226
H -1.028 1.762 -2.551 -0.1157 0.1586 0.2260
O 0.587 -1.764 -5.164 -2.1264 -2.8304 2.2795
P 1.273 -3.024 -5.633 4.7075 3.1959 -5.0165
N 2.818 -2.655 -4.940 0.0884 0.2907 0.5763
C 4.141 -2.915 -5.462 0.0291 -0.6628 -0.1426
C 2.841 -2.594 -3.477 -0.5336 0.3371 0.1205
N 1.086 -2.639 -7.332 0.1780 0.4838 -0.3414
C 2.121 -2.643 -8.374 0.0511 -0.5774 -0.1967
C 0.224 -1.479 -7.614 -0.3681 0.0586 0.2924
N 1.569 -4.695 -5.947 -2.2896 -0.6882 2.3919
C 1.496 -5.493 -4.716 0.1333 0.1476 0.2612
C 2.468 -5.379 -6.852 0.0876 -0.1826 -0.8018
H 4.548 -3.883 -5.131 0.0688 -0.0195 -0.1022
H 4.836 -2.151 -5.102 -0.1406 0.0783 0.0788
H 4.188 -2.873 -6.547 -0.1192 -0.1440 0.0315
H 2.618 -3.562 -3.010 0.1250 -0.0029 0.0697
H 2.110 -1.872 -3.109 -0.0221 -0.0338 -0.0566
H 3.816 -2.272 -3.109 0.0547 0.0360 -0.1960
H 3.115 -2.376 -8.017 0.0220 -0.1592 -0.0275
H 1.892 -1.929 -9.164 -0.1711 0.2427 0.2951
H 2.139 -3.587 -8.921 0.2933 -0.0635 0.0946
H 0.737 -0.531 -7.418 -0.0987 0.0385 0.0414
H -0.693 -1.511 -7.034 0.1124 0.0626 0.1027
H -0.089 -1.483 -8.661 0.2209 -0.2230 -0.0407
H 2.436 -5.459 -4.149 -0.0157 -0.0217 0.0123
H 1.299 -6.543 -4.939 -0.1031 0.0623 -0.1407
H 0.686 -5.148 -4.068 0.0524 0.0558 0.0243
H 3.498 -5.427 -6.485 -0.0128 0.1847 0.1510
H 2.492 -5.010 -7.866 -0.0894 0.3520 0.0882
H 2.135 -6.417 -6.961 -0.1415 0.0595 0.2015
O -0.789 1.497 5.024 -0.0108 4.2983 -1.1211
P -2.029 1.928 5.782 -1.6858 -7.2948 2.8468
N -1.331 1.690 7.356 0.6981 0.2315 0.2274
C -1.934 1.153 8.555 -0.5774 0.3823 0.1074
C -0.244 2.609 7.693 0.3396 -0.0321 -0.5354
N -2.975 0.592 5.146 0.0168 -0.6174 -0.0264
C -3.768 -0.388 5.899 -0.5653 0.2625 0.0867
C -2.334 -0.157 4.052 0.2717 0.2546 -0.3147
N -3.439 2.768 6.327 1.2772 2.8232 -1.5060
C -3.125 4.155 6.693 0.2932 0.0271 0.1521
C -4.582 2.364 7.116 -0.7417 -0.4177 -0.0952
H -2.386 1.929 9.191 -0.0875 -0.0785 0.0569
H -1.169 0.663 9.164 0.1183 0.0369 -0.1353
H -2.683 0.393 8.351 -0.0773 0.1416 -0.0915
H -0.575 3.653 7.756 0.0569 0.0195 0.1422
H 0.550 2.559 6.944 -0.0784 0.0021 -0.0522
H 0.208 2.354 8.652 -0.1300 -0.1560 0.0135
H -3.368 -0.623 6.885 -0.1287 0.0933 0.0603
H -3.827 -1.340 5.373 0.3911 0.0734 -0.1369
H -4.817 -0.097 5.959 0.0126 -0.0038 0.2972
H -1.556 -0.836 4.422 0.0506 0.0179 -0.0833
H -1.902 0.508 3.311 0.0758 -0.0038 0.1060
H -3.076 -0.755 3.516 -0.1936 0.0640 0.2411
H -2.719 4.229 7.711 -0.0086 0.0263 -0.0042
H -4.018 4.781 6.664 -0.0487 -0.0992 -0.1458
H -2.405 4.596 5.998 0.0500 -0.0291 0.0380
H -4.378 2.336 8.191 0.2404 -0.0135 -0.0171
H -5.045 1.429 6.841 0.3045 -0.1333 -0.1146
H -5.382 3.100 6.979 0.1877 0.1375 -0.1050